[1]
DFT (wB97M-V/def2-TZVPD) results for a structure of composition C12H14N in a non-equilibrium geometry.

Last column: Mulliken charge in e.
Geometry (Å):
N1 2.187092 -0.410218 2.449798  -0.309
C1 1.010543 -2.637463 -1.751995  -0.647
C2 2.826341 -0.748581 0.166485  0.222
C3 -0.756953 0.683570 -0.911072  -0.093
C4 2.950543 0.019461 1.242964  -0.688
C5 2.307991 -2.740542 -1.407859  -0.732
C6 0.041412 -0.278053 -1.121239  1.182
C7 -1.962753 1.108783 -0.203397  1.129
C8 -1.340156 1.958357 -1.310195  -0.981
C9 0.890784 -1.227720 -1.250500  -0.256
C10 -3.172649 0.407085 -0.863551  -1.474
C11 2.210840 -1.514965 -0.642754  0.320
C12 -1.874691 1.753686 1.166882  -1.351
H1 0.243171 -3.114477 -2.388607  0.438
H2 -2.855247 2.130424 1.608880  0.378
H3 3.254178 -3.379723 -1.455980  0.396
H4 1.280173 0.109987 2.444229  0.314
H5 -1.864911 2.071961 -2.266076  0.220
H6 -1.494295 1.016865 1.993294  0.161
H7 2.664918 -0.274265 3.402815  0.417
H8 3.953019 0.490974 1.503612  0.287
H9 1.873289 -1.436669 2.446696  0.403
H10 -4.030129 0.340735 -0.205775  0.402
H11 -1.172874 2.481446 1.151713  0.387
H12 -0.748094 2.900464 -0.981331  0.193
H13 -3.609296 0.856023 -1.722061  0.364
H14 -2.812247 -0.567145 -1.094977  0.317

Force components x, y, z for each atom (eV/Å):
-1.347 -1.152 1.991
-1.363 0.783 -2.302
0.653 1.831 2.731
-0.005 0.651 -0.063
2.958 -1.229 -0.480
1.972 -1.516 0.970
-0.018 0.086 0.071
-1.130 1.534 -1.219
1.179 2.331 0.066
0.017 -2.022 0.086
-0.200 -0.364 2.206
0.261 0.480 -1.226
-2.548 -3.842 2.449
0.865 -0.366 0.607
1.190 -0.336 -0.995
-2.061 0.519 -0.215
0.822 -0.229 0.339
0.338 -0.142 0.419
-0.728 0.880 -1.412
-0.704 0.080 -1.788
-1.892 0.168 -0.441
0.776 1.559 -0.346
-0.004 -0.309 0.558
2.003 2.571 -0.092
-0.995 -1.710 -0.645
0.325 0.726 -0.913
-0.365 -0.982 -0.356

ΔE to the lowest compared entry with this formula, charge and spin = 184.5 kcal per mole
HOMO energy = -11.93 eV
DFT total energy = -519.87602 a.u.
Frontier orbital gap = 8.3 eV
Maximum force = 0.10152 Eh/bohr
Charge = +1

***

[2]
DFT (wB97M-V/def2-TZVPD) results for a structure of composition C41H52Cl5N3O5SSi3Ti in a non-equilibrium geometry.

Last column: Mulliken charge in e.
Geometry (Å):
Ti1 -0.164411 0.365137 -0.661479  -2.466
Cl1 6.076483 -2.193534 -4.768317  -0.228
Cl2 3.244195 1.780020 -2.446012  -0.246
Cl3 4.336050 -4.249637 -3.197573  -0.226
Cl4 5.662003 0.854768 -4.185235  -0.231
Cl5 2.029863 -3.291266 -1.398319  -0.189
S1 -2.736761 -2.318527 1.311568  -0.637
Si1 -2.391424 2.899299 -0.803461  0.961
Si2 -2.473786 0.659893 -2.938467  -0.175
Si3 -0.269486 2.799749 -3.107320  0.556
O1 1.115263 1.483487 0.028728  -0.086
O2 -1.221148 0.763019 0.726768  -0.350
O3 1.343206 -0.343425 -1.862082  0.492
O4 4.148979 2.828508 3.434643  -0.504
O5 0.318882 -1.179172 0.465399  0.478
N1 -1.815942 -3.738463 3.337901  0.189
N2 -0.162402 -2.645225 2.272386  0.291
N3 -1.152504 -1.415062 -1.852585  1.622
C1 -1.966318 0.727310 3.007268  -2.439
C2 3.452266 0.119188 -2.825798  0.669
C3 2.050836 -1.984568 1.797260  0.802
C4 3.970251 -2.569362 -3.097844  0.155
C5 -1.501382 -2.883756 2.309753  0.494
C6 -3.813166 -3.175320 4.694176  -0.839
C7 -1.158360 -3.692209 -2.577479  -1.109
C8 -1.357109 4.083064 0.273461  -1.035
C9 4.306541 -1.291951 1.294144  -1.077
C10 -1.570325 -3.315697 -3.844246  -0.669
C11 2.874570 -2.144693 -2.359186  0.583
C12 2.465731 -0.775560 -2.309202  -1.395
C13 4.554960 -0.300864 -3.547466  0.176
C14 1.351536 1.713165 1.301181  0.095
C15 2.940329 -1.146204 1.126776  0.630
C16 4.802621 -2.287939 2.123326  -0.845
C17 -0.933578 1.014119 1.953635  0.618
C18 -1.828045 -1.974760 -4.070243  -0.985
C19 4.786230 -1.656530 -3.757486  0.308
C20 2.554517 -2.969312 2.642196  -0.203
C21 2.921608 2.433644 2.997554  1.123
C22 0.985351 3.923403 -2.221968  -1.120
C23 -3.186147 -4.095297 3.649251  -0.904
C24 -0.756037 -4.343851 4.133862  -0.676
C25 -0.941983 -2.707710 -1.627085  -0.794
C26 5.204562 2.777642 2.497957  -0.581
C27 1.928559 2.317919 3.978894  -1.251
C28 2.626741 2.150472 1.679562  0.015
C29 3.922731 -3.122640 2.798087  -0.875
C30 0.590796 -1.891209 1.476724  -0.369
C31 -4.074574 0.062437 -2.093365  -1.170
C32 0.681785 1.871964 3.632584  -0.485
C33 -1.367206 1.793359 -1.954176  2.398
C34 -3.717231 2.135542 0.348760  -0.999
C35 -1.644536 -1.047258 -3.050736  0.354
C36 0.540141 1.655130 -4.403052  -0.678
C37 -0.169904 -3.422011 5.204134  -0.916
C38 -3.498756 4.099849 -1.805476  -1.325
C39 -3.061517 1.101308 -4.701396  -1.496
C40 -1.116079 4.075875 -4.264463  -1.306
C41 0.349343 1.526653 2.304251  -0.041
H1 1.836756 4.144249 -2.868138  0.517
H2 -4.105376 3.562653 -2.539759  0.265
H3 -4.176467 4.633945 -1.135236  0.396
H4 -3.636194 2.550598 1.355581  0.438
H5 -1.549904 0.059797 3.764939  0.558
H6 1.361395 3.472502 -1.304774  -0.078
H7 -3.879315 -2.161358 4.299940  0.122
H8 3.362448 2.250819 0.892746  0.173
H9 0.525210 4.878755 -1.964063  0.379
H10 -0.879729 4.848414 -0.338343  0.358
H11 5.871117 -2.418483 2.242429  0.415
H12 -1.466856 4.962501 -3.735355  0.343
H13 -0.572845 3.562456 0.824543  0.037
H14 6.107249 3.040493 3.044940  0.260
H15 -1.709275 -4.054108 -4.624345  0.420
H16 4.990743 -0.643501 0.759629  0.644
H17 -4.720116 2.350642 -0.022286  0.445
H18 -4.593488 -0.673394 -2.710580  0.403
H19 -0.075113 1.770363 4.398324  0.490
H20 -3.763588 -4.031282 2.729771  0.421
H21 5.056893 3.490324 1.681457  0.309
H22 -2.237025 1.149714 -5.413840  0.371
H23 -0.396315 4.414424 -5.014313  0.382
H24 -0.127917 1.524497 -5.257306  0.390
H25 -3.211705 -3.158153 5.603936  0.241
H26 5.315774 1.773761 2.077567  0.163
H27 -0.892783 -3.225013 5.996544  0.399
H28 4.299927 -3.909475 3.439569  0.416
H29 0.045192 -4.642113 3.457172  0.412
H30 -2.918642 4.846907 -2.345980  0.339
H31 -0.986121 -4.729073 -2.325166  0.482
H32 -4.815632 -3.522582 4.948566  0.408
H33 2.176162 2.580553 4.998469  0.454
H34 -2.186267 -1.634015 -5.033485  0.459
H35 -0.609296 -2.985283 -0.643257  0.694
H36 -3.784826 0.368025 -5.062391  0.381
H37 0.124070 -2.480446 4.744794  0.051
H38 -1.166622 -5.241594 4.600633  0.436
H39 -3.616656 1.055511 0.434444  -0.037
H40 -2.300131 1.647078 3.494507  0.486
H41 0.747380 0.665172 -3.995443  -0.132
H42 -1.991403 4.596381 0.999721  0.436
H43 2.554507 -0.393268 0.453315  -0.283
H44 0.711466 -3.889008 5.648120  0.351
H45 -3.554952 2.075312 -4.708887  0.280
H46 1.864420 -3.624633 3.154479  0.184
H47 1.474408 2.068213 -4.785703  0.421
H48 -2.819274 0.246727 2.537537  0.184
H49 -3.825467 -0.419254 -1.146542  0.127
H50 -1.971407 3.654170 -4.795082  0.329
H51 -4.767141 0.879311 -1.883524  0.324
H52 -3.204070 -5.131099 3.999402  0.444

Force components x, y, z for each atom (eV/Å):
0.243 -1.375 -3.356
0.088 0.002 -0.016
0.053 0.124 -0.053
0.031 -0.141 -0.022
0.062 0.110 -0.078
-0.105 -0.130 -0.011
0.188 0.308 -0.267
-0.448 0.636 -0.302
-0.249 -0.143 -0.303
0.067 0.143 -0.532
1.041 0.816 0.997
-1.128 0.825 3.177
0.815 -0.487 -0.326
-0.295 -0.091 -0.008
-0.141 -1.164 1.323
0.213 0.096 -0.153
0.269 0.338 -0.399
-0.207 0.015 -0.109
-0.069 0.095 -0.331
-0.136 -0.077 0.214
0.353 0.066 -0.127
0.009 0.173 -0.052
-0.131 -0.085 0.021
0.120 -0.098 -0.041
-0.061 0.059 -0.154
0.046 -0.353 -0.173
0.097 -0.012 0.051
0.069 -0.005 0.187
-0.201 0.319 0.153
0.118 0.125 -0.333
-0.045 -0.102 -0.012
-0.433 0.188 0.413
-0.004 -0.012 0.015
0.019 -0.002 0.048
-0.432 -0.129 -0.118
0.022 0.160 -0.145
-0.002 -0.051 0.101
0.006 0.062 0.020
0.059 -0.043 -0.256
-0.115 -0.230 0.121
-0.152 0.058 0.041
0.205 0.112 0.113
-0.131 -0.233 0.130
0.192 0.026 -0.117
-0.186 0.015 0.256
0.338 0.179 -0.107
0.001 -0.032 0.051
-0.398 -0.351 0.094
0.282 0.348 0.160
0.045 -0.069 0.013
-0.622 0.258 -0.175
0.348 -0.347 -0.182
-0.231 0.200 -0.144
-0.099 -0.045 0.306
-0.146 -0.125 -0.061
0.283 -0.102 0.005
0.304 0.209 0.270
-0.198 -0.160 0.271
0.466 0.115 -0.430
-0.024 -0.038 -0.117
-0.048 -0.023 -0.013
-0.036 -0.036 0.074
0.057 0.090 0.003
-0.028 -0.003 -0.008
0.027 0.026 0.027
-0.007 0.017 -0.011
-0.046 -0.026 -0.013
-0.089 -0.007 -0.037
0.027 -0.015 -0.015
0.011 0.005 -0.017
0.044 0.014 0.008
0.055 0.056 0.026
-0.022 0.008 -0.011
-0.012 0.010 -0.018
-0.024 0.016 -0.031
0.008 0.062 -0.045
0.115 0.008 -0.146
0.018 0.011 0.044
0.004 -0.089 -0.003
-0.014 -0.003 0.036
-0.018 0.015 -0.031
0.114 -0.086 0.010
-0.049 0.062 0.012
-0.041 0.014 0.050
-0.042 0.017 0.030
0.002 0.027 0.025
0.037 0.012 0.012
-0.094 -0.103 0.057
-0.026 0.007 -0.013
0.045 0.006 0.031
-0.040 0.036 0.008
-0.023 -0.045 0.016
-0.052 -0.001 0.004
0.021 0.115 0.121
0.007 -0.098 0.090
0.062 0.006 0.028
-0.011 0.000 -0.037
-0.084 0.008 0.079
0.074 0.017 0.035
0.076 -0.007 0.011
-0.122 -0.061 -0.015
0.014 -0.097 -0.036
0.013 0.034 0.057
-0.037 0.007 0.020
0.015 0.040 -0.036
0.037 0.072 0.038
0.013 -0.063 0.039
-0.034 -0.042 0.051
0.009 0.005 -0.036
-0.043 0.007 -0.004
0.075 0.027 -0.004

HOMO energy (spin up / spin down) = -3.89 / -5.36 eV
DFT total energy = -6551.43781 a.u.
Frontier orbital gap (spin up / spin down) = 6.0 / 7.4 eV
⟨S²⟩ = 0.77
Maximum force = 0.07069 Eh/bohr
Charge = -1
2S+1 = 2

***

[3]
DFT (wB97M-V/def2-TZVPD) results for a cluster of 5 separate species, C21H29Cl16FO6 in total in a non-equilibrium geometry.

Last column: Mulliken charge in e.
Geometry (Å):
Cl1 4.869969 3.245988 -2.935134  -0.105
Cl2 3.262828 0.978398 -2.177810  -0.087
Cl3 7.881257 -1.982097 2.485569  -0.098
Cl4 -4.975152 2.661147 -4.716931  -0.074
Cl5 -6.918997 0.536056 -4.993290  -0.112
Cl6 -4.308720 0.028651 -3.847111  -0.070
Cl7 -6.734947 -0.122357 1.629131  -0.055
Cl8 8.716616 -1.947537 -0.267480  -0.100
Cl9 2.175319 3.680807 -2.053864  -0.081
Cl10 4.171261 2.850144 -0.177188  -0.084
Cl11 -8.733768 1.283146 3.158478  -0.100
Cl12 10.680149 -2.149006 1.830456  -0.107
Cl13 9.257478 0.319118 1.424499  -0.105
Cl14 -9.359888 0.306778 0.521478  -0.094
Cl15 -6.255424 1.551147 -2.388996  -0.058
Cl16 -7.550343 2.521556 0.844023  -0.099
F1 -2.810061 -1.746666 0.934592  -0.343
O1 1.443016 -4.110935 -0.493330  -0.395
O2 0.920324 -2.034231 -0.453561  -0.612
O3 1.290909 -0.959107 1.511506  -0.540
O4 0.393006 -3.304274 1.231789  -0.540
O5 -2.484214 3.369404 -3.328208  -0.480
O6 -2.140658 2.743647 -1.339118  -0.407
C1 -2.822992 1.700782 0.772071  -0.912
C2 -0.889082 -1.966147 2.620474  -2.307
C3 -2.108428 2.575745 -2.660942  0.657
C4 5.416996 0.290991 1.702851  -1.374
C5 -8.098004 0.995740 1.540597  0.337
C6 -0.539458 -2.262491 1.180392  1.315
C7 -1.562817 1.328214 -3.230671  -0.588
C8 -1.890852 -2.694111 -0.956282  -1.883
C9 3.610951 2.688317 -1.836971  0.347
C10 -2.974006 1.790144 -0.710232  -0.187
C11 -1.854512 -2.614088 0.531617  -0.155
C12 0.985040 -3.264584 0.015774  0.154
C13 -0.373928 -0.038051 -0.045242  0.427
C14 2.520766 -0.384307 1.102285  0.058
C15 4.950196 -0.846113 0.811285  -0.132
C16 9.134134 -1.439484 1.368413  0.378
C17 -5.621840 1.199576 -3.995214  0.298
C18 -1.440453 1.761484 1.407850  -1.607
C19 0.304441 -1.191565 0.569748  1.402
C20 -0.247449 1.289448 0.627426  -0.452
C21 3.615594 -1.375130 1.207140  -0.650
H1 -0.523634 1.226784 -3.055818  0.235
H2 -1.732434 1.279010 -4.261759  0.412
H3 -1.428390 -3.583343 -1.283748  0.475
H4 -2.125813 -3.575788 0.892688  0.816
H5 6.253037 0.795212 1.302926  0.225
H6 -1.210546 2.724303 1.768679  0.545
H7 -1.495859 1.151591 2.276050  0.309
H8 4.947724 -0.476098 -0.184691  0.150
H9 -1.385684 -0.317082 -0.185986  -0.507
H10 -1.390769 -1.894882 -1.446189  0.274
H11 4.658732 1.011948 1.831069  0.422
H12 5.681974 -0.069972 2.664312  0.356
H13 5.660935 -1.637964 0.906350  0.321
H14 -2.898161 -2.658634 -1.266630  0.592
H15 -3.360625 2.520337 1.175382  0.569
H16 -3.348105 0.844889 1.096975  0.339
H17 0.005575 1.987889 -0.119666  0.556
H18 2.741966 0.373558 1.808184  0.573
H19 -1.395570 -1.040444 2.726036  0.286
H20 -0.035640 -2.027172 3.224604  0.481
H21 -1.992225 0.466272 -2.821384  -0.154
H22 -1.571045 -2.714434 2.932105  0.547
H23 -3.967610 2.091911 -0.886848  0.555
H24 -2.891694 0.816189 -1.135986  0.216
H25 3.683343 -1.626018 2.238921  0.343
H26 2.509866 0.123354 0.158616  -0.121
H27 0.050922 0.073069 -1.008721  0.203
H28 3.387229 -2.281559 0.694704  0.227
H29 0.569645 1.306493 1.296348  0.376

Force components x, y, z for each atom (eV/Å):
0.098 0.002 -0.088
-0.104 0.250 -0.129
0.089 -0.082 0.130
-0.255 0.067 -0.159
0.046 -0.039 -0.039
-0.294 -0.374 -0.094
0.068 -0.054 -0.004
-0.034 -0.012 -0.077
-0.234 -0.100 -0.063
0.039 -0.024 0.123
-0.020 0.009 0.063
0.070 -0.036 0.019
0.010 0.082 0.012
-0.045 -0.033 -0.046
-0.163 0.044 0.150
0.044 0.121 -0.053
-1.191 1.341 0.584
5.568 -10.002 -5.904
-0.102 2.302 -1.236
-0.337 0.825 0.250
-0.954 -1.511 -0.348
-3.647 8.940 -6.976
0.642 -0.299 1.998
0.975 1.095 -0.023
-0.362 -0.161 -0.540
3.088 -6.819 4.359
-0.306 -0.751 -0.228
0.028 -0.038 -0.012
-0.732 1.268 3.198
0.756 -0.517 0.680
0.319 0.457 0.028
0.097 -0.052 -0.083
0.117 -0.240 0.560
0.960 -0.864 -1.488
-4.113 7.518 5.385
0.356 0.324 -0.199
-0.248 0.098 0.054
0.406 0.697 0.561
0.003 -0.019 -0.011
-0.070 0.078 -0.072
-0.186 -0.946 -0.485
1.338 -1.403 0.088
-0.496 0.104 0.200
0.116 -0.262 0.057
1.289 0.165 0.270
-0.260 0.262 -1.496
0.431 -1.203 -0.485
-0.215 -0.997 0.657
1.099 0.508 -0.522
0.072 1.388 0.296
-0.063 -0.565 1.057
-0.012 0.048 -1.176
-0.979 0.028 -0.152
0.450 0.723 -0.367
-0.894 0.931 0.201
0.259 -0.354 1.051
0.552 -0.569 -0.326
-1.286 -0.290 -0.412
-0.666 0.898 0.569
-0.573 -1.202 0.242
0.134 1.068 -0.934
-0.060 0.985 0.822
-0.263 0.971 0.156
1.212 0.159 0.782
-0.541 -1.235 0.758
-0.722 -0.837 0.531
-1.423 0.339 -0.356
0.401 -0.727 -0.548
-0.035 -0.523 1.109
-0.457 -0.053 -0.801
0.379 -0.056 -1.214
-0.219 -0.686 -0.632
1.051 -0.161 0.781

ΔE to the lowest compared entry with this formula, charge and spin = 0.0 kcal per mole
HOMO energy = -10.30 eV
DFT total energy = -8731.83187 a.u.
Frontier orbital gap = 10.4 eV
Maximum force = 0.25047 Eh/bohr